[1]
Formula: C3H2F3NO5S2Yb
Source: OMol25
Level of theory: ωB97M-V/def2-TZVPD

Properties
HOMO energy ... -8.0 eV
Charge ... 0
Strongest force on any atom ... 2.66 eV/Å
HOMO-LUMO gap ... 5.90 eV
Multiplicity ... 1
E_tot ... -2801.0402 Eh

Last column: natural (NBO) charge in e.
Element x y z (Å)
Yb (0.71418, 1.66767, 0.24911)  1.5745
S (-1.40654, -0.99931, -0.07422)  2.1685
S (0.61625, -0.21391, -1.88060)  1.5522
F (-2.88422, 0.74210, -1.37890)  -0.3172
F (-3.25335, -1.32843, -1.89222)  -0.2984
F (-3.99667, -0.51419, -0.03516)  -0.3080
O (2.49573, 1.01794, 4.01928)  -0.3484
O (-1.82288, -2.04978, 0.84679)  -0.9061
O (-0.05302, 0.18951, -3.15243)  -0.9786
O (1.91361, -0.91025, -2.13541)  -0.9923
O (-1.04490, 0.31538, 0.60147)  -1.1480
N (-0.31423, -1.45541, -1.07932)  -1.1375
C (2.81655, 1.07814, 1.55472)  -1.0692
C (-2.99813, -0.48786, -0.90313)  0.7333
C (2.67540, 1.14098, 2.90086)  0.8192
H (3.52933, 1.84115, 1.20607)  0.2942
H (3.01288, -0.03371, 1.15309)  0.3619

---

[2]
Formula: C8H14N4
Source: OMol25
Level of theory: ωB97M-V/def2-TZVPD

Properties
HOMO energy ... -9.0 eV
Charge ... 0
SMILES ... CC(C)=NCCCn1cnnc1
Strongest force on any atom ... 5.11 eV/Å
HOMO-LUMO gap ... 9.71 eV
Multiplicity ... 1
E_tot ... -532.1552 Eh
Energy relative to the best compared isomer or geometry (same formula, charge and spin) ... 414.7 kJ/mol

Last column: natural (NBO) charge in e.
Element x y z (Å)
N (1.29335, -1.49056, -2.66747)  -0.3020
N (0.28816, -0.85170, -3.33455)  -0.2784
N (1.06369, 0.53392, -1.81010)  -0.3694
N (0.15967, -0.19103, 1.00950)  -0.4844
C (1.78928, -0.61666, -1.78042)  0.1662
C (0.15454, 0.34978, -2.87634)  0.1202
C (-0.70990, -2.49556, 0.93078)  -0.6449
C (0.28984, 1.18990, 1.44426)  -0.2243
C (1.36891, 1.68972, -0.95166)  -0.2123
C (-2.14716, -0.69739, 1.87533)  -0.7107
C (-0.76772, -1.00443, 1.22712)  0.3362
C (0.26783, 2.00442, 0.05206)  -0.4043
H (-1.26901, -3.04957, 1.76259)  0.2118
H (1.36614, 1.14653, 1.78636)  0.2019
H (-1.33050, -2.69264, -0.14443)  0.2334
H (2.54180, -0.80610, -1.02163)  0.2112
H (-0.78605, 2.01085, -0.27185)  0.2167
H (2.19454, 1.35763, -0.29703)  0.2163
H (0.27785, -2.84372, 0.91164)  0.2253
H (1.71577, 2.55109, -1.54244)  0.2181
H (0.56759, 3.00873, 0.45786)  0.2092
H (-0.42085, 1.46144, 2.15415)  0.1853
H (-2.84431, -1.46761, 1.83018)  0.2270
H (-0.70059, 0.96077, -3.13158)  0.2097
H (-2.02692, -0.26530, 2.90858)  0.2233
H (-2.33595, 0.20751, 1.47911)  0.2190

---

[3]
Formula: C31H57EuN2O2P2S
Source: OMol25
Level of theory: ωB97M-V/def2-TZVPD

Properties
HOMO energy (alpha / beta) ... -6.8 / -8.7 eV
Charge ... +1
Strongest force on any atom ... 3.40 eV/Å
HOMO-LUMO gap (alpha / beta) ... 3.40 / 6.47 eV
Multiplicity ... 8
E_tot ... -3266.2382 Eh
Energy relative to the best compared isomer or geometry (same formula, charge and spin) ... 505.6 kJ/mol
⟨S²⟩ ... 15.843

Last column: Mulliken spin population.
Element x y z (Å)
Eu (1.02666, 0.58467, -0.24162)  6.3851
S (2.64232, 3.99062, -0.83574)  -0.0034
P (0.69010, -0.11163, -3.17365)  0.0177
P (-0.64811, -0.01236, 2.80585)  0.0988
O (1.85638, 2.65560, -0.85757)  0.0028
O (4.01499, -1.21925, 2.00442)  0.0208
N (-1.29954, -0.05594, -0.98526)  0.0064
N (0.75032, -1.44287, 0.96473)  -0.0951
C (-3.27515, -0.78346, 3.39782)  -0.0160
C (2.43876, 1.73394, -4.31468)  0.0015
C (2.07431, -1.70597, -5.10518)  0.0020
C (0.50878, 0.97290, -5.78136)  0.0004
C (0.36687, 1.48032, 3.50351)  0.1616
C (2.77248, -1.91365, -2.72090)  0.0567
C (1.21478, 2.05048, 2.34993)  0.0236
C (3.86614, 3.78126, 0.46791)  0.0035
C (3.42814, -0.45622, 1.37867)  0.0719
C (-2.04604, 0.20589, 0.13839)  -0.1204
C (-3.32641, -0.40207, -2.22767)  -0.0007
C (-1.10614, -0.48123, -3.42224)  0.0054
C (-1.90510, -0.58469, 4.07441)  0.0044
C (-0.51928, 2.63359, 4.00837)  0.0012
C (-2.17317, 0.33767, 5.27087)  0.0086
C (-3.44578, 0.30828, 0.05445)  0.0069
C (-1.00511, -3.17607, 1.29553)  0.0180
C (0.59664, -2.90686, -3.48198)  0.0113
C (0.95187, 1.32980, -4.35645)  -0.0117
C (-4.09429, -0.08972, -1.10500)  -0.0039
C (-1.39571, 0.62642, 1.37784)  0.0020
C (-1.93304, -0.32365, -2.14140)  -0.0012
C (-0.34838, -1.70839, 1.43847)  0.1495
C (1.56734, -1.73269, -3.66295)  -0.0652
C (-1.12268, -3.50156, -0.19333)  0.0142
C (-1.26235, -1.88698, 4.62199)  0.0408
C (-0.08232, -4.16988, 2.01112)  0.0119
C (1.27598, 0.99487, 4.64331)  0.0597
C (-2.40761, -3.26952, 1.84658)  0.0083
C (1.52878, 5.16405, -0.03924)  0.0017
C (0.12244, 2.52963, -3.85042)  -0.0011
H (-3.83946, -1.55892, 3.93861)  0.0006
H (-0.46039, -5.19626, 1.84934)  -0.0008
H (1.26003, -1.63520, -5.83477)  0.0001
H (-0.44319, -1.65986, 5.32254)  -0.0012
H (-2.60642, 1.28699, 4.94701)  -0.0004
H (-0.19165, -2.91520, -4.24417)  0.0004
H (1.88873, 5.43908, 0.96027)  0.0004
H (0.13185, -2.90774, -2.48841)  -0.0047
H (-0.03368, -3.98527, 3.09195)  -0.0018
H (-2.91728, -0.14447, 5.92675)  -0.0017
H (-0.80642, -2.49050, 3.83014)  -0.0269
H (-3.20289, -1.05121, 2.33722)  0.0040
H (-3.96998, 0.67873, 0.93087)  0.0002
H (0.51680, 4.74545, 0.01406)  0.0014
H (-1.27919, 0.52152, 5.88145)  0.0022
H (-5.18470, -0.18865, -1.13512)  0.0003
H (2.01235, 0.25384, 4.30423)  -0.0189
H (4.75708, 4.33076, 0.13282)  0.0016
H (-1.26113, -1.49238, -3.83317)  -0.0007
H (0.12518, 3.51909, 4.13692)  0.0009
H (3.30217, -2.82858, -3.02087)  0.0008
H (-1.75341, -2.75096, -0.69908)  -0.0046
H (-3.87740, 0.13893, 3.41583)  -0.0028
H (3.51021, 4.21030, 1.41525)  -0.0003
H (-1.58239, -4.49494, -0.33195)  -0.0009
H (2.59380, 2.58063, -5.00155)  -0.0001
H (1.18245, 0.25540, -6.25843)  -0.0003
H (3.11835, 0.92780, -4.61939)  0.0041
H (2.72800, 2.06232, -3.30635)  0.0081
H (0.52255, 1.88427, -6.39806)  -0.0001
H (0.93999, -4.07945, 1.63034)  0.0017
H (-2.00971, -2.49203, 5.15669)  0.0016
H (-0.95779, 2.34861, -3.91560)  0.0009
H (1.79164, 2.91416, 2.71901)  -0.0066
H (-3.09011, -2.58105, 1.33077)  -0.0010
H (0.71550, 0.56003, 5.48017)  0.0072
H (2.80319, -0.90442, -5.27707)  -0.0001
H (2.47773, -2.03034, -1.66652)  0.0119
H (-2.82006, -4.27964, 1.70275)  -0.0009
H (4.11389, 2.71785, 0.59459)  -0.0001
H (-0.96920, 2.43421, 4.98638)  0.0054
H (-0.50974, 0.56913, -5.81450)  0.0002
H (-1.31245, 2.89479, 3.29318)  -0.0010
H (-0.13739, -3.49392, -0.66893)  0.0042
H (2.59394, -2.65430, -5.30381)  -0.0006
H (-3.76839, -0.68197, -3.18643)  -0.0001
H (-1.52648, 0.19832, -4.17903)  0.0007
H (0.56385, 2.45450, 1.54945)  0.0573
H (-2.44823, -3.08561, 2.92128)  -0.0003
H (-1.66703, 1.68691, 1.57211)  0.0335
H (1.52714, 6.06244, -0.67239)  0.0003
H (0.38423, 2.79054, -2.81442)  0.0026
H (1.15109, -3.84750, -3.59249)  -0.0006
H (0.35360, 3.40478, -4.47804)  0.0003
H (1.81993, 1.86860, 5.02959)  0.0017
H (3.48224, -1.07686, -2.79134)  0.0050
H (1.96081, 1.32191, 1.97280)  0.0394

---

[4]
Formula: C19H42FN2O12P
Source: OMol25
Level of theory: ωB97M-V/def2-TZVPD

Properties
HOMO energy ... -8.6 eV
Charge ... 0
SMILES ... C=CC(=O)OCCCCCC[C@](C#N)(P(C)O)[C@](C#N)(CC(=O)O)[C@@H](F)CC.O.O.O.O.O.O.O
Strongest force on any atom ... 2.12 eV/Å
HOMO-LUMO gap ... 8.54 eV
Multiplicity ... 1
E_tot ... -2202.6669 Eh

Last column: Mulliken charge in e.
Element x y z (Å)
P (2.19323, -0.94021, -1.27741)  -0.0462
F (0.16838, -1.55283, -3.64526)  -0.4014
O (1.05947, -5.94141, -1.22991)  -0.4837
O (7.78039, -0.55204, -5.10562)  -0.6278
O (-2.73564, 4.59205, 6.01180)  -0.5718
O (5.34020, -3.29532, 1.86876)  -0.6605
O (2.90237, 1.37789, 4.01394)  -0.6244
O (2.77911, -1.61293, -2.67605)  -0.4131
O (-0.60607, -5.99979, -2.72217)  -0.5154
O (-0.80997, 4.04773, 1.03060)  -0.5962
O (4.84765, -0.89147, -4.61469)  -0.6212
O (-5.44205, 4.70505, 7.79395)  -0.6256
O (-3.43895, 4.13446, -3.70865)  -0.6270
O (-2.58761, 3.19486, 2.15576)  -0.4644
N (2.29569, -3.98383, 0.74127)  -0.7866
N (-1.97217, -3.97841, -0.27978)  -0.6979
C (-1.12599, 1.83125, 3.61336)  -0.9354
C (0.92957, -2.13369, -0.55275)  1.4082
C (0.42974, -5.36443, -2.06457)  0.2457
C (0.19651, 1.66550, 2.82651)  -0.8057
C (-3.24399, -1.77260, -2.38884)  -0.9937
C (0.74369, -0.49025, 1.49643)  -1.0390
C (0.01273, -2.85892, -1.61741)  2.4903
C (-2.41144, 2.86082, -0.20254)  -0.1900
C (1.29493, 0.58626, -1.85169)  -0.4166
C (0.03986, -1.48973, 0.53376)  -1.1613
C (-2.00663, -2.32182, -3.16136)  -0.8759
C (-1.91435, 3.16838, -1.43378)  -0.7502
C (0.77249, -3.92478, -2.48296)  -0.3158
C (-1.84286, 3.16562, 3.39029)  -0.2456
C (-0.66721, -1.85791, -2.57960)  0.1290
C (-0.02464, 0.84886, 1.52225)  -0.1175
C (1.74485, -3.17011, 0.14677)  -0.3297
C (-1.10294, -3.59380, -0.92766)  -1.1471
C (-1.85016, 3.43768, 1.05455)  0.8082
H (-1.87480, 4.18364, -1.82536)  0.3265
H (5.46164, -0.99050, -5.35261)  0.3321
H (-3.90941, -1.21573, -3.04634)  0.3448
H (-0.85232, -0.90383, -2.07746)  -0.1024
H (1.85505, -3.85382, -2.41656)  0.2662
H (2.90488, 2.06649, 4.68671)  0.2983
H (7.22875, -0.39691, -4.33018)  0.3187
H (-3.26394, 2.17749, -0.17274)  0.4083
H (-5.03636, 5.35998, 8.37069)  0.3070
H (3.66898, -1.27997, -2.84277)  0.4080
H (-0.40966, -2.26862, 1.15255)  0.6935
H (-1.35079, -6.07874, -2.11368)  0.3744
H (-4.25183, 4.22385, -3.20044)  0.3205
H (-0.86418, 1.82909, 4.67940)  0.3161
H (0.18110, 1.47818, 0.65351)  0.0008
H (8.67912, -0.50820, -4.76707)  0.3014
H (4.00526, -1.20272, -4.96548)  0.2695
H (5.97432, -3.35168, 1.14889)  0.3006
H (-2.88769, -1.12130, -1.58611)  0.1842
H (-2.05813, -1.86799, -4.15532)  0.5670
H (-2.32434, 5.24698, 6.58323)  0.2603
H (-2.58080, 3.25113, 4.18561)  0.2573
H (1.07100, 0.54593, -2.92129)  0.3404
H (4.51645, -3.62036, 1.48551)  0.3538
H (0.48564, -3.85394, -3.53483)  0.3911
H (0.38685, 0.77450, -1.27914)  -0.5027
H (-3.46014, 4.87642, -4.32166)  0.3070
H (-6.34550, 4.63216, 8.11532)  0.3028
H (1.81184, -0.36514, 1.31030)  0.5983
H (-3.64046, 4.52397, 6.34372)  0.3199
H (-1.81019, 0.99363, 3.45232)  0.3950
H (3.19531, 0.58862, 4.48247)  0.3021
H (-0.80982, -0.99150, 0.05406)  -0.0324
H (-3.80592, -2.58603, -1.92857)  0.3195
H (-1.56282, 2.39978, -2.12206)  0.1758
H (2.02284, 1.38892, -1.71877)  0.5760
H (0.88647, 1.09610, 3.46012)  0.5030
H (0.65614, -0.88491, 2.51381)  0.4253
H (-2.06753, -3.39982, -3.32987)  0.2812
H (-1.17854, 4.02062, 3.51318)  0.2970
H (0.69173, 2.61898, 2.63937)  0.4967
H (-1.08641, 0.57511, 1.50029)  0.4025

---

- Look up the strongest force on any atom of the second one.
  5.11 eV/Å

---

- What is the E_tot in the third record?
  -3266.2382 Eh

---

- Which of these has the highest charge?
  C31H57EuN2O2P2S

---

- Which formula does entry 1 have?
  C3H2F3NO5S2Yb